{"formula": "C27H25N5O5", "method": "wB97M-V/def2-TZVPD", "species": ["C", "C", "C", "C", "C", "C", "N", "C", "C", "N", "C", "O", "N", "C", "C", "C", "C", "O", "N", "C", "C", "C", "C", "C", "O", "C", "O", "C", "C", "C", "C", "C", "C", "C", "C", "O", "N", "H", "H", "H", "H", "H", "H", "H", "H", "H", "H", "H", "H", "H", "H", "H", "H", "H", "H", "H", "H", "H", "H", "H", "H", "H"], "xyz": [[0.830083, -4.485673, -0.076225], [0.309990, -3.749704, -1.262030], [-0.558417, -4.372807, -2.116897], [-1.142786, -3.688559, -3.195153], [-0.886723, -2.362809, -3.344535], [-0.005947, -1.698007, -2.458722], [0.130958, -0.400775, -2.600727], [0.950641, 0.257093, -1.779748], [0.927458, 1.762684, -1.881644], [0.982726, 2.357229, -0.552405], [0.061993, 1.834734, 0.323871], [-0.797703, 1.065247, -0.070735], [0.159604, 2.185955, 1.647978], [-0.738039, 1.532424, 2.598388], [-0.009774, 0.470384, 3.424818], [0.501692, -0.719993, 2.605102], [-0.629196, -1.677414, 2.260767], [-1.028351, -2.526671, 3.032884], [-1.133572, -1.529195, 1.016514], [-2.321634, -2.253961, 0.591866], [-3.197765, -1.359966, -0.212504], [-4.009222, -0.322174, 0.141445], [-4.517797, 0.212267, -1.066670], [-3.974531, -0.537245, -2.061799], [-3.175240, -1.490465, -1.556716], [1.050945, 3.119931, 2.157474], [1.061549, 3.391598, 3.338125], [1.931820, 3.730997, 1.162314], [2.825469, 4.716503, 1.582289], [3.670531, 5.324013, 0.682163], [3.615368, 4.949681, -0.654648], [2.738092, 3.976522, -1.087284], [1.883870, 3.338226, -0.183679], [1.785230, -0.393455, -0.914597], [1.728602, -1.806802, -0.755139], [2.501141, -2.461822, -0.085289], [0.650751, -2.434708, -1.480896], [0.328643, -5.446895, 0.003240], [1.904039, -4.643711, -0.147965], [0.655334, -3.915638, 0.835132], [-0.808867, -5.406565, -1.941647], [-1.808728, -4.209345, -3.865035], [-1.340825, -1.757378, -4.109526], [1.781965, 2.093860, -2.467776], [0.002835, 2.052365, -2.389139], [-1.563383, 1.101644, 2.030803], [-1.114251, 2.307314, 3.270863], [-0.695770, 0.102894, 4.189707], [0.829826, 0.950380, 3.930495], [1.003420, -0.380348, 1.698568], [1.219740, -1.275820, 3.209883], [-0.916061, -0.695402, 0.481680], [-2.035462, -3.117506, -0.020436], [-2.826040, -2.615388, 1.494286], [-4.221593, 0.012900, 1.136054], [-5.190896, 1.038046, -1.172811], [-4.076737, -0.497419, -3.127834], [2.823988, 4.978135, 2.629276], [4.362840, 6.084549, 1.006191], [4.263875, 5.427358, -1.373593], [2.719648, 3.733545, -2.137077], [2.530644, 0.125143, -0.331292]], "forces_ev_per_a": [[0.29, -0.12, 0.22], [-0.39, -0.94, -0.25], [0.32, 0.11, 0.34], [0.14, 0.56, -0.12], [-0.10, -0.68, -0.08], [0.00, 0.02, -0.02], [-0.21, 0.54, -0.29], [0.35, -0.55, 0.07], [-0.22, -0.09, -0.19], [-0.15, -0.19, -0.09], [-0.06, 0.09, -0.12], [-0.11, 0.16, -0.12], [-0.05, 0.01, 0.18], [-0.24, -0.13, 0.44], [0.05, 0.06, -0.15], [-0.21, -0.03, 0.26], [0.53, 0.19, -0.29], [-0.15, -0.25, 0.41], [-0.23, -0.02, -0.32], [0.09, -0.10, -0.01], [-0.36, 0.32, 0.76], [0.35, -0.59, -0.07], [0.14, -0.18, -0.48], [-0.53, 0.67, 0.02], [0.24, -0.30, -0.05], [0.01, 0.02, -0.06], [0.01, 0.03, 0.04], [0.27, 0.18, -0.25], [-0.11, -0.13, -0.08], [0.03, 0.04, 0.03], [-0.05, -0.04, 0.09], [-0.05, -0.11, -0.16], [0.33, 0.47, 0.51], [-0.07, 0.15, -0.12], [0.38, 0.37, 0.15], [-0.03, -0.07, 0.03], [-0.16, 0.39, -0.40], [-0.12, 0.01, -0.06], [-0.08, -0.04, 0.07], [0.00, -0.04, 0.06], [0.03, -0.06, 0.13], [-0.09, -0.01, -0.08], [-0.03, 0.09, -0.06], [-0.08, 0.01, 0.07], [0.17, -0.04, 0.00], [0.08, 0.11, 0.07], [-0.01, -0.10, -0.13], [0.02, 0.03, 0.07], [-0.09, -0.03, 0.04], [0.09, -0.01, -0.03], [-0.03, -0.03, -0.12], [0.13, 0.00, 0.16], [-0.14, 0.00, 0.11], [0.03, 0.01, -0.21], [0.01, 0.02, 0.26], [-0.14, 0.16, -0.11], [0.05, -0.07, -0.16], [0.00, 0.02, 0.08], [0.06, 0.07, 0.04], [0.04, 0.03, -0.08], [-0.02, -0.03, -0.05], [0.04, 0.02, 0.09]], "e_above_lowest_kcal_mol": 0.3, "largest_force_ha_per_bohr": 0.0203, "orbital_gap_ev": 8.23, "e_tot_ev": -46095.17511, "charge": 0}